Run 1
DFT (ωB97M-V with the def2-TZVPD basis set) results for 2 unconnected molecules or ions with the total composition C3H8O2.

M = 76.1 g/mol
highest occupied orbital energy = -0.3760 Ha
Kohn-Sham gap = 11.02 eV

Each line ends with the Löwdin charge.
CARTESIAN COORDINATES (ANGSTROEM)
C -0.45 0.22 -1.47  0.01
C -0.82 -0.78 -0.67  -0.15
C -0.54 -0.83 0.81  -0.24
O -0.57 0.50 1.38  -0.11
H -0.87 0.42 -2.46  0.07
H 0.19 1.02 -1.13  0.05
H -1.40 -1.61 -1.01  0.09
H -1.37 -1.39 1.23  0.11
H 0.48 -1.13 1.13  0.13
H -1.26 1.00 0.92  0.08
O 2.58 0.86 0.56  -0.06
H 1.77 0.68 1.06  0.00
H 2.26 1.04 -0.33  0.02

Run 2
DFT (ωB97M-V with the def2-TZVPD basis set) results for 2 unconnected molecules or ions with the total composition C3H8O2.

M = 76.1 g/mol
highest occupied orbital energy = -0.3164 Ha
Kohn-Sham gap = 9.49 eV

Each line ends with the Löwdin charge.
CARTESIAN COORDINATES (ANGSTROEM)
C -0.94 1.75 -0.34  -0.12
C 0.39 1.20 0.06  -0.16
C 0.69 -0.08 -0.14  -0.23
O 1.85 -0.70 0.29  -0.01
H -0.87 2.63 -0.98  0.07
H -1.56 1.02 -0.84  0.07
H -1.48 2.08 0.56  0.07
H 1.02 1.83 0.70  0.10
H 0.11 -0.63 -0.86  0.11
H 2.48 0.01 0.46  0.09
O -0.65 -2.72 0.23  -0.06
H -1.25 -3.47 0.24  0.04
H 0.21 -2.92 0.64  0.04

Run 3
DFT (ωB97M-V with the def2-TZVPD basis set) results for 2 unconnected molecules or ions with the total composition C3H8O2.

M = 76.1 g/mol
highest occupied orbital energy = -0.3276 Ha
Kohn-Sham gap = 9.29 eV

Each line ends with the Löwdin charge.
CARTESIAN COORDINATES (ANGSTROEM)
C -1.01 -1.51 -0.72  -0.13
O 0.11 -1.07 0.02  -0.17
C -0.08 0.81 0.83  0.11
C 1.22 1.19 0.34  -0.52
O 1.49 0.89 -0.88  -0.15
H -0.70 -2.20 -1.51  0.09
H -1.69 -2.03 -0.04  0.09
H -1.54 -0.67 -1.18  0.08
H -0.93 0.95 0.17  0.10
H -0.29 0.72 1.90  0.11
H 0.67 2.26 0.59  0.19
H 2.02 1.20 1.11  0.13
H 0.73 -0.54 -0.60  0.07

Energies in hartree, measured from the most stable structure: run 1 0.0125; run 2 0.0000; run 3 0.1137.

Run 1
DFT (ωB97M-V with the def2-TZVPD basis set) results for a single C3H8O2 molecule.

M = 76.1 g/mol
highest occupied orbital energy = -0.3650 Ha
Kohn-Sham gap = 10.71 eV

Each line ends with the Löwdin charge.
CARTESIAN COORDINATES (ANGSTROEM)
O -0.72 1.21 0.79  -0.09
C -1.26 -0.01 0.27  -0.26
C -0.19 -0.54 -0.67  -0.18
C 1.19 -0.62 -0.07  -0.21
O 1.79 0.66 -0.58  -0.13
H -1.30 1.53 1.49  0.09
H -2.19 0.17 -0.29  0.11
H -1.52 -0.68 1.12  0.12
H 0.30 0.34 -1.25  0.13
H -0.53 -1.38 -1.29  0.12
H 1.26 -0.60 1.02  0.11
H 1.80 -1.43 -0.49  0.11
H 1.38 1.36 -0.04  0.07

Run 2
DFT (ωB97M-V with the def2-TZVPD basis set) results for 2 unconnected molecules or ions with the total composition C3H8O2.

M = 76.1 g/mol
highest occupied orbital energy = -0.3304 Ha
Kohn-Sham gap = 9.86 eV

Each line ends with the Löwdin charge.
CARTESIAN COORDINATES (ANGSTROEM)
C -0.40 1.33 -0.66  -0.11
C -0.71 0.58 0.61  -0.16
C -0.93 -0.72 0.69  -0.20
O -1.18 -1.40 1.87  -0.02
H 0.60 1.77 -0.56  0.06
H -0.39 0.67 -1.53  0.07
H -1.11 2.13 -0.84  0.07
H -0.65 1.16 1.52  0.10
H -0.96 -1.45 -0.11  0.12
H -1.13 -0.76 2.60  0.09
O 2.68 0.01 -1.98  -0.07
H 1.79 -0.36 -2.06  0.03
H 2.55 0.92 -1.67  0.03

Energies in hartree, measured from the most stable structure: run 1 0.0266; run 2 0.0000.